The following is a DFT calculation (ωB97M-V/def2-TZVPD) of C19H19AsIO4PdSe as an isolated structure.

```
46
Properties=species:S:1:pos:R:3:lowdin_charge:R:1
H 2.291 -1.786 0.446 0.082
C -0.439 2.646 1.311 -0.232
C 0.338 -5.253 -0.327 -0.091
H 1.483 -0.753 -3.425 0.017
H 2.766 -1.321 -2.362 0.031
H 0.965 -1.086 1.366 0.065
H -2.430 -4.384 1.407 0.099
C -1.061 -0.797 -1.427 -0.263
H -1.224 3.423 5.071 0.096
H -1.198 -2.258 1.543 0.114
H 1.327 -2.375 -2.640 0.022
C -0.911 -5.379 0.263 -0.107
C -1.022 3.212 4.028 -0.100
C 1.032 -4.055 -0.246 -0.060
As 0.819 -0.464 -1.066 1.164
H -3.771 3.420 1.099 0.101
H 0.778 -6.091 -0.853 0.099
H -1.301 -0.270 -2.349 0.033
O 3.311 1.211 -1.780 -0.655
Se 2.924 2.251 -3.090 0.696
H -1.034 2.314 -2.007 0.095
C -1.225 2.502 -0.955 -0.136
H -3.023 3.560 3.379 0.105
H -1.257 -1.863 -1.545 0.026
C -0.179 2.352 -0.066 -0.282
C -1.750 3.017 1.729 -0.182
C 1.693 -1.352 -2.540 -0.268
Pd 1.570 1.795 -0.806 0.475
C -0.763 -3.101 1.017 -0.066
C 0.491 -2.958 0.423 -0.316
H 1.079 2.849 4.369 0.079
I 2.578 2.198 1.814 0.997
O 2.549 3.594 -2.207 -0.542
C -2.513 2.895 -0.551 -0.091
C 0.562 2.608 2.322 -0.605
H -1.670 -0.387 -0.623 0.026
C 0.287 2.879 3.632 -0.183
C -1.458 -4.297 0.939 -0.092
H -3.295 3.001 -1.294 0.099
O 1.557 1.619 -3.717 -0.550
C -2.013 3.285 3.095 -0.052
H -1.453 -6.314 0.199 0.094
C -2.781 3.130 0.769 -0.064
C 1.208 -1.651 0.465 -0.300
H 2.008 -3.965 -0.708 0.111
O 4.153 2.400 -4.106 -0.488
```

Results
Lowest unoccupied orbital energy (eV): 2.34
Strongest force on any atom (hartree/bohr): 0.015
2S+1: 1
HOMO level (eV): -4.95
Total charge: -1
Energy relative to the best compared isomer or geometry (same formula, charge and spin) (eV): 0.000
Frontier orbital gap (eV): 7.29
E (eV): -165966.09572